Formula: C6H42O16Y
Source: OMol25
Level of theory: ωB97M-V/def2-TZVPD

Summary:
Net charge: +1
LUMO (Ha): -0.29027
Gap between HOMO and LUMO (eV): 2.091

Positions of all 65 atoms, in Å:
Y1 0.745 -3.683 4.673
C1 -0.396 -5.692 -1.337
C2 0.153 -6.870 -0.524
C3 0.925 -7.739 -1.450
O1 0.829 -6.449 0.659
H1 0.361 -5.014 -1.731
H2 -1.247 -5.198 -0.869
H3 -0.869 -6.047 -2.253
H4 -0.680 -7.472 -0.162
H5 1.738 -7.199 -1.934
H6 0.320 -8.124 -2.271
H7 1.318 -8.630 -0.961
C4 -1.762 0.703 0.610
C5 -0.301 0.490 0.850
C6 0.689 1.426 0.155
O2 -0.038 0.278 2.200
H8 -1.907 0.787 -0.467
H9 -2.024 1.685 1.004
H10 -2.345 -0.182 0.866
H11 -0.122 -0.537 0.532
H12 0.410 1.672 -0.870
H13 1.663 0.939 0.209
H14 0.769 2.417 0.600
O3 -0.947 6.529 1.522
H15 -0.301 6.979 0.978
H16 -0.999 5.647 1.152
O4 3.524 -0.329 -5.024
H17 2.572 -0.231 -5.005
H18 3.741 -0.377 -5.955
O5 -4.902 4.872 3.893
H19 -4.000 5.104 4.113
H20 -5.012 5.168 2.989
O6 4.097 4.609 -3.258
H21 4.750 4.932 -3.879
H22 3.406 4.239 -3.806
O7 -7.843 -0.020 1.741
H23 -8.289 -0.837 1.960
H24 -7.436 -0.188 0.891
O8 4.395 -2.747 3.100
H25 4.647 -2.638 2.183
H26 5.141 -2.409 3.596
O9 7.565 3.020 0.312
H27 6.866 3.056 -0.340
H28 8.325 2.692 -0.169
O10 0.526 4.471 -5.730
H29 0.612 4.496 -6.683
H30 -0.242 5.012 -5.544
O11 -3.305 -3.594 3.461
H31 -3.940 -2.905 3.656
H32 -3.747 -4.154 2.823
O12 1.630 3.438 5.305
H33 2.527 3.556 4.993
H34 1.270 2.749 4.747
O13 2.128 7.793 -1.129
H35 2.354 7.025 -1.654
H36 2.283 8.536 -1.712
O14 4.324 -2.759 -1.459
H37 3.975 -2.127 -2.088
H38 3.599 -3.361 -1.294
O15 -5.002 0.665 5.144
H39 -5.533 0.845 4.368
H40 -4.356 1.371 5.161
O16 -5.504 -3.574 -3.450
H41 -5.688 -2.723 -3.051
H42 -5.442 -3.392 -4.387

***

Formula: C6H43N2O13
Source: OMol25
Level of theory: ωB97M-V/def2-TZVPD

Summary:
Net charge: 0
⟨S²⟩: 0.75
Multiplicity: 2
LUMO (alpha / beta) (Ha): -0.00237 / -0.00476
Gap between HOMO and LUMO (alpha / beta) (eV): 2.077 / 8.653

Positions of all 64 atoms, in Å:
C1 1.881 -0.637 1.007
N1 1.666 0.563 0.219
C2 2.573 0.794 -0.870
C3 2.465 2.211 -1.511
C4 0.632 -0.986 1.819
N2 -0.578 -1.429 1.076
C5 -1.656 -2.222 1.745
C6 1.186 -2.068 2.751
H1 1.839 -1.499 0.311
H2 2.859 -0.527 1.496
H3 1.510 1.349 0.850
H4 3.639 0.728 -0.542
H5 2.551 -0.147 -1.472
H6 2.575 3.004 -0.764
H7 1.407 2.350 -1.852
H8 3.267 2.297 -2.224
H9 0.236 -0.170 2.507
H10 -0.957 -0.534 0.638
H11 -0.429 -1.910 0.168
H12 -2.598 -2.086 1.251
H13 -1.821 -1.927 2.772
H14 -1.364 -3.273 1.668
H15 0.493 -2.363 3.566
H16 1.910 -1.642 3.476
H17 1.663 -2.867 2.232
H18 2.386 2.777 2.928
H19 3.212 3.326 1.735
O1 2.547 2.664 1.984
H20 -1.534 1.230 0.099
H21 -2.889 0.547 -0.280
O2 -2.173 0.514 0.371
H22 2.683 -3.982 0.268
H23 3.033 -2.674 -0.369
O3 2.309 -3.311 -0.300
H24 -0.804 2.140 -4.244
H25 -1.865 1.067 -4.688
O4 -0.962 1.190 -4.392
H26 -1.070 -4.529 -1.262
H27 -1.569 -3.205 -1.102
O5 -1.152 -3.891 -0.545
H28 -0.681 3.036 -0.792
H29 -0.563 2.153 -1.925
O6 -1.190 2.360 -1.204
H30 -2.243 0.927 2.166
H31 -2.262 0.036 3.583
O7 -2.197 0.867 3.132
H32 0.604 -3.005 -1.701
H33 1.341 -4.124 -2.495
O8 0.651 -3.485 -2.532
H34 -3.627 -1.096 -1.564
H35 -2.091 -0.785 -1.438
O9 -2.853 -1.254 -1.029
H36 -0.325 3.518 2.956
H37 -0.608 2.046 3.330
O10 -0.032 2.804 3.532
H38 0.747 4.914 1.092
H39 1.640 3.612 0.941
O11 0.879 4.125 0.555
H40 -4.514 0.415 -2.806
H41 -3.834 1.804 -2.677
O12 -3.724 0.904 -3.023
H42 -1.054 -0.724 -3.328
H43 -0.335 0.424 -2.831
O13 -0.833 -0.343 -2.460

***

Formula: C6H43N2O13
Source: OMol25
Level of theory: ωB97M-V/def2-TZVPD

Summary:
Net charge: +1
LUMO (Ha): -0.08152
Gap between HOMO and LUMO (eV): 9.643

Positions of all 64 atoms, in Å:
C1 2.189 1.926 1.671
N1 3.118 0.728 1.750
C2 4.111 0.508 0.675
C3 4.781 -0.802 0.954
C4 1.559 1.884 0.232
N2 0.059 1.973 0.383
C5 -0.276 3.284 1.075
C6 -1.693 3.673 0.700
H1 2.735 2.811 1.980
H2 1.389 1.623 2.351
H3 3.536 0.875 2.657
H4 4.837 1.338 0.677
H5 3.586 0.507 -0.270
H6 5.128 -0.849 2.014
H7 5.577 -1.179 0.303
H8 4.029 -1.592 0.998
H9 1.765 0.973 -0.301
H10 1.840 2.773 -0.335
H11 -0.346 1.186 0.890
H12 -0.275 1.961 -0.594
H13 -0.049 3.122 2.128
H14 0.415 4.032 0.702
H15 -2.473 3.057 1.146
H16 -1.682 3.617 -0.392
H17 -1.949 4.699 0.975
H18 -0.902 -2.113 -1.275
H19 0.524 -2.515 -1.812
O1 -0.030 -1.767 -1.559
H20 0.430 -1.193 0.066
H21 1.457 -0.622 1.103
O2 0.525 -0.585 0.835
H22 -2.565 -4.598 1.816
H23 -1.119 -4.445 2.417
O3 -1.681 -4.257 1.661
H24 -5.633 -1.057 1.153
H25 -4.153 -1.095 1.680
O4 -4.793 -1.518 1.088
H26 1.726 -0.213 -2.758
H27 2.771 0.676 -2.094
O5 1.824 0.614 -2.242
H28 -2.177 -2.076 2.854
H29 -1.570 -1.132 1.751
O6 -2.161 -1.187 2.507
H30 0.898 1.706 -3.173
H31 0.440 2.360 -4.610
O7 0.388 2.315 -3.688
H32 0.968 -4.405 -1.584
H33 -3.055 -2.152 0.077
O8 0.938 -4.144 -0.664
H34 3.018 -1.465 -4.097
H35 1.549 -1.682 -3.874
O9 2.397 -1.748 -3.420
H36 -4.751 -1.116 -2.930
H37 -5.456 -1.141 -1.609
O10 -4.612 -1.376 -2.012
H38 -1.246 1.729 -2.683
H39 -1.848 0.426 -2.005
O11 -1.530 1.318 -1.856
H40 -3.040 -1.065 -0.698
H41 0.524 -4.813 -0.139
O12 -2.363 -1.727 -0.462
H42 -1.760 1.079 3.247
H43 -3.323 1.256 3.121
O13 -2.523 1.600 3.497

***

Formula: C6H4BBrNO13S
Source: OMol25
Level of theory: ωB97M-V/def2-TZVPD

Summary:
Net charge: -1
LUMO (Ha): 0.08677
Gap between HOMO and LUMO (eV): 9.863

Positions of all 27 atoms, in Å:
N1 -3.107 -2.343 -1.095
C1 -1.702 -2.289 -1.345
O1 -1.434 -1.102 -1.993
O2 -1.340 -3.333 -2.285
S1 -0.901 -4.615 -1.487
O3 0.080 -5.367 -2.152
O4 -2.066 -5.260 -1.015
O5 -0.139 -3.806 -0.351
C2 -0.715 -2.528 -0.136
Br1 -1.568 -2.569 1.597
H1 -3.410 -3.293 -0.905
H2 -3.325 -1.772 -0.288
H3 -0.902 -0.513 -1.431
H4 0.029 -1.752 -0.084
B1 1.580 3.130 0.995
O6 1.444 3.996 2.175
C3 2.632 4.506 2.487
O7 2.865 5.249 3.392
C4 3.656 3.962 1.468
O8 4.824 4.209 1.442
O9 3.002 3.168 0.624
O10 1.136 1.737 1.290
C5 0.160 1.415 0.485
O11 -0.423 0.353 0.471
C6 -0.127 2.610 -0.442
O12 -0.961 2.632 -1.300
O13 0.711 3.578 -0.118

***

Formula: C6H4Cl4F6O3Si
Source: OMol25
Level of theory: ωB97M-V/def2-TZVPD

Summary:
Net charge: 0
LUMO (Ha): -0.07494
Structure (SMILES): O=C(O)C(F)(F)C(F)(F)C(F)(F)C(=O)[SiH3].ClC(Cl)(Cl)Cl
Gap between HOMO and LUMO (eV): 9.154

Positions of all 24 atoms, in Å:
O1 -0.486 2.287 -0.913
C1 -0.283 0.943 -0.836
O2 1.116 0.499 -1.129
C2 -1.484 -0.113 -0.508
F1 -1.277 -1.310 -1.356
F2 -2.775 0.585 -0.864
C3 -1.629 -0.594 1.041
F3 -1.620 -2.105 1.018
F4 -2.994 -0.220 1.515
C4 -0.432 -0.151 2.061
F5 -0.697 -0.893 3.351
F6 0.937 -0.585 1.650
C5 -0.489 1.459 2.508
O3 -1.635 1.981 3.023
Si1 1.066 2.630 2.339
H1 1.776 1.149 -0.748
H2 0.678 3.630 1.311
H3 2.158 1.848 1.718
H4 1.444 3.278 3.587
C6 1.326 -2.863 -3.754
Cl1 1.903 -2.568 -5.413
Cl2 -0.315 -3.556 -3.810
Cl3 2.424 -4.004 -2.937
Cl4 1.290 -1.326 -2.855

***

Formula: C6H4F12GaYb
Source: OMol25
Level of theory: ωB97M-V/def2-TZVPD

Summary:
Net charge: +1
LUMO (Ha): -0.24633
Gap between HOMO and LUMO (eV): 5.600

Positions of all 24 atoms, in Å:
C1 -1.005 -1.992 1.959
Ga1 -0.955 -1.426 0.039
C2 -2.476 -0.020 -0.299
F1 -2.099 0.949 -1.385
F2 -3.542 -0.654 -0.801
F3 -2.898 0.605 0.737
C3 0.859 -0.835 -0.739
F4 1.459 -1.932 -1.183
F5 0.606 -0.060 -1.961
C4 1.858 -0.085 0.172
F6 3.071 -0.632 -0.011
F7 1.600 -0.192 1.461
C5 2.048 1.419 -0.187
F8 2.949 1.877 0.674
F9 2.592 1.585 -1.378
C6 0.768 2.304 -0.011
F10 -0.197 1.698 0.648
F11 0.298 2.737 -1.183
F12 1.081 3.373 0.670
H1 -1.846 -2.676 2.103
H2 -1.123 -1.170 2.669
H3 -0.103 -2.546 2.232
H4 -1.405 -2.702 -0.838
Yb1 -1.542 0.375 -3.388

***

Formula: C6H4F2
Source: OMol25
Level of theory: ωB97M-V/def2-TZVPD

Summary:
Net charge: 0
LUMO (Ha): 0.03167
Structure (SMILES): C#CC(F)(C#C)CF
Gap between HOMO and LUMO (eV): 11.101

Positions of all 12 atoms, in Å:
C1 -1.106 0.832 -0.515
C2 -0.034 -0.063 0.138
C3 -0.585 -1.432 0.213
C4 -1.136 -2.475 0.481
C5 1.233 -0.115 -0.615
C6 2.505 -0.028 -0.780
H1 -1.320 0.435 -1.452
H2 -1.856 0.676 0.259
H3 -1.893 -3.364 0.562
H4 3.524 0.183 -1.304
F1 -0.773 2.188 -0.498
F2 0.360 0.229 1.431

***

Formula: C6H4N2O6Sr
Source: OMol25
Level of theory: ωB97M-V/def2-TZVPD

Summary:
Net charge: +2
LUMO (Ha): -0.29346
Gap between HOMO and LUMO (eV): 9.558

Positions of all 19 atoms, in Å:
O1 0.000 0.000 -5.653
C1 0.000 0.000 -4.514
Sr1 0.000 0.000 -1.038
O2 2.361 -3.010 -1.489
C2 1.648 -2.103 -1.491
C3 -1.648 2.103 -1.491
O3 -2.361 3.010 -1.489
C4 -2.098 -1.650 -1.525
O4 -3.005 -2.362 -1.553
C5 2.098 1.650 -1.525
O5 3.005 2.362 -1.552
N1 1.153 0.195 3.129
C6 -0.001 0.000 2.468
N2 -1.157 -0.196 3.132
O6 0.004 0.001 1.183
H1 1.189 0.208 4.145
H2 1.973 0.338 2.557
H3 -1.972 -0.338 2.554
H4 -1.189 -0.208 4.151

***

Formula: C6H4N4S
Source: OMol25
Level of theory: ωB97M-V/def2-TZVPD

Summary:
Net charge: 0
⟨S²⟩: 2.03
Multiplicity: 3
LUMO (alpha / beta) (Ha): 0.01760 / -0.12548
Gap between HOMO and LUMO (alpha / beta) (eV): 8.403 / 7.156

Positions of all 15 atoms, in Å:
C1 0.488 -0.508 -1.873
C2 1.520 -0.256 1.269
C3 -0.695 0.702 1.216
C4 -0.794 1.486 -0.788
C5 0.436 0.372 -0.811
C6 0.270 -0.283 0.566
N1 0.270 -1.161 -2.805
N2 2.394 -0.140 2.006
N3 -1.297 1.536 0.407
N4 -0.381 -1.552 0.711
S1 -1.470 2.281 -2.049
H1 -0.954 0.629 2.270
H2 1.310 0.939 -0.812
H3 0.179 -2.352 0.410
H4 -1.277 -1.692 0.284

***

Formula: C6H4N6O2P
Source: OMol25
Level of theory: ωB97M-V/def2-TZVPD

Summary:
Net charge: +1
LUMO (Ha): -0.27564
Gap between HOMO and LUMO (eV): 4.507

Positions of all 19 atoms, in Å:
C1 3.321 0.556 0.010
C2 2.001 1.032 0.017
C3 1.145 -1.001 0.022
C4 -4.917 -0.477 0.004
C5 -3.575 -0.454 -0.023
C6 -0.032 -1.895 0.015
N1 3.891 2.649 -0.019
N2 4.323 1.462 -0.013
N3 3.399 -0.783 0.011
N4 0.948 0.343 0.003
N5 2.367 -1.499 0.030
N6 2.685 2.914 -0.038
O1 -0.031 -3.085 0.048
O2 -1.192 -1.178 -0.028
P1 -2.627 -1.946 -0.059
H1 -5.495 0.432 0.036
H2 -5.476 -1.400 -0.004
H3 -3.033 0.484 -0.011
H4 2.297 3.845 0.000

***

Formula: C6H4NO2
Source: OMol25
Level of theory: ωB97M-V/def2-TZVPD

Summary:
Net charge: +1
LUMO (alpha / beta) (Ha): -0.25275 / -0.25643
Gap between HOMO and LUMO (alpha / beta) (eV): 7.199 / 7.212

Positions of all 13 atoms, in Å:
C1 -0.635 0.812 -1.705
C2 0.398 0.051 -2.286
C3 -0.556 0.472 -0.380
C4 0.509 -0.431 -0.203
C5 0.844 -0.837 1.070
C6 0.002 -0.324 2.084
N1 -0.981 0.449 1.747
O1 -1.892 1.041 2.183
O2 1.065 -0.672 -1.417
H1 -1.291 1.493 -2.208
H2 0.702 -0.008 -3.317
H3 1.672 -1.489 1.302
H4 0.164 -0.559 3.130

***

Formula: C6H4NO4S
Source: OMol25
Level of theory: ωB97M-V/def2-TZVPD

Summary:
Net charge: -1
LUMO (alpha / beta) (Ha): 0.10858 / 0.10857
Gap between HOMO and LUMO (alpha / beta) (eV): 7.392 / 7.391

Positions of all 16 atoms, in Å:
C1 0.865 1.887 0.871
C2 -0.320 1.208 0.745
C3 1.646 1.181 -0.177
C4 0.511 -1.542 0.800
C5 -1.322 -0.826 -0.859
C6 0.206 -0.871 -0.781
N1 0.701 0.398 -0.833
O1 -0.446 -1.199 1.554
O2 2.815 1.516 -0.487
O3 1.537 -2.191 0.871
O4 -2.736 1.292 -0.094
S1 -1.815 0.372 0.671
H1 1.309 2.487 1.683
H2 -1.704 -0.126 -1.598
H3 -1.830 -1.883 -0.966
H4 0.583 -1.703 -1.399

***

> Which formula does entry 12 have?

C6H4NO4S

***

> What is the net charge in the third record?

+1